1.
Below is a structure of composition C26H47BN2O10S4 at a distorted geometry, with properties calculated with the ωB97M-V functional and the def2-TZVPD basis.

Structure (ORCA input):
```
! wB97M-V def2-TZVPD RIJCOSX def2/J DEFGRID3
* xyz 0 1
C 5.302 -3.628 0.986
O 5.631 -3.548 -0.401
B 6.114 -2.292 -0.781
O 7.369 -2.278 -1.369
C 5.278 -0.943 -0.597
C 5.213 -0.335 0.737
C 4.553 0.835 1.022
C 4.631 1.349 2.469
C 3.584 2.413 2.868
C 2.196 1.755 3.039
C 1.036 2.766 3.295
C 0.110 2.988 2.081
C -0.738 1.734 1.643
C -0.810 0.587 2.673
C -1.763 -0.504 2.090
O -1.170 -0.915 0.838
C -1.825 -1.950 0.235
C -2.461 -3.115 1.008
O -1.873 -1.957 -0.977
C 3.870 1.457 -0.085
N 3.154 2.582 -0.033
S 2.571 2.813 -1.546
N 3.232 1.548 -2.328
C 3.929 0.848 -1.427
C 4.663 -0.359 -1.691
C 4.835 -1.062 -3.041
C 4.056 -0.480 -4.247
C 2.588 -1.030 -4.217
S 1.392 0.114 -4.989
H 5.344 -4.657 1.374
H 5.999 -3.015 1.590
H 4.280 -3.243 1.179
H 7.447 -3.111 -1.861
H 5.745 -0.869 1.531
H 4.450 0.469 3.120
H 5.664 1.678 2.675
H 3.882 2.780 3.875
H 3.576 3.308 2.228
H 1.953 1.170 2.134
H 2.249 1.086 3.920
H 1.486 3.755 3.530
H 0.481 2.486 4.209
H -0.588 3.828 2.260
H 0.719 3.290 1.209
H -0.385 1.427 0.648
H -1.778 2.096 1.504
H -1.180 0.895 3.663
H 0.150 0.060 2.823
H -2.799 -0.142 2.000
H -1.669 -1.368 2.779
H -1.794 -3.460 1.819
H -2.562 -3.950 0.303
H -3.447 -2.842 1.418
H 5.919 -1.041 -3.276
H 4.568 -2.137 -2.972
H 4.118 0.610 -4.362
H 4.522 -0.911 -5.158
H 2.332 -1.206 -3.159
H 2.619 -2.018 -4.709
H 0.435 0.204 -4.028
O -4.808 -6.427 -4.130
S -4.610 -5.484 -5.190
O -3.572 -5.661 -6.157
O -4.494 -4.022 -4.565
C -3.526 -3.802 -3.521
C -2.124 -3.665 -4.082
C -6.136 -5.236 -6.037
H -3.578 -4.596 -2.773
H -3.807 -2.874 -3.026
H -1.776 -4.609 -4.502
H -1.428 -3.363 -3.299
H -2.100 -2.925 -4.883
H -6.918 -5.048 -5.305
H -6.355 -6.144 -6.596
H -6.028 -4.395 -6.716
O -3.330 6.055 2.903
S -3.895 5.050 3.749
O -3.601 3.662 3.561
O -5.480 5.240 3.798
C -6.195 5.290 2.552
C -6.391 3.909 1.955
C -3.575 5.471 5.431
H -5.691 5.957 1.849
H -7.167 5.730 2.774
H -5.440 3.481 1.636
H -7.049 3.959 1.088
H -6.821 3.229 2.691
H -3.848 6.511 5.591
H -2.510 5.329 5.608
H -4.152 4.812 6.074
*
```

Calculated values
* energy: -3498.44961 hartree
* strongest force on any atom: 2.26 eV/A
* gap between HOMO and LUMO: 8.03 eV
* LUMO: -0.0155 hartree
* E_HOMO: -0.3106 Ha


2.
Below is a cluster of 8 separate species, C26H47Cl6N5 in total at a distorted geometry, with properties calculated with the ωB97M-V functional and the def2-TZVPD basis.

Structure (ORCA input):
```
! wB97M-V def2-TZVPD RIJCOSX def2/J DEFGRID3
* xyz 0 1
C -2.849 4.940 -3.705
C -1.355 5.008 -3.588
C -0.883 5.051 -2.140
C -1.013 3.752 -1.475
N -1.103 2.682 -0.978
H -3.140 4.508 -4.666
H -3.269 5.950 -3.716
H -3.314 4.367 -2.908
H -0.999 5.933 -4.052
H -0.853 4.204 -4.133
H -1.456 5.806 -1.586
H 0.157 5.382 -2.061
C 1.641 -5.719 1.982
C 0.167 -5.445 1.797
C -0.654 -6.714 1.587
C -0.017 -7.711 0.712
N 0.483 -8.474 0.044
H 2.038 -6.268 1.132
H 1.826 -6.292 2.897
H 2.187 -4.777 2.070
H 0.079 -4.799 0.925
H -0.231 -4.942 2.672
H -1.575 -6.413 1.037
H -1.055 -7.125 2.509
C -0.839 0.241 -2.779
C -1.962 0.800 -3.674
C -2.929 -0.232 -4.125
C -3.939 0.323 -4.997
N -4.734 0.754 -5.734
H -1.185 -0.031 -1.796
H -0.010 0.947 -2.718
H -0.384 -0.601 -3.320
H -1.524 1.342 -4.531
H -2.471 1.640 -3.168
H -3.383 -0.726 -3.267
H -2.403 -1.001 -4.702
C 1.476 4.871 -2.721
C 1.509 3.319 -2.753
C 2.650 2.744 -1.879
C 2.375 2.727 -0.455
N 2.179 2.660 0.640
H 1.470 5.255 -1.697
H 0.665 5.266 -3.321
H 2.412 5.260 -3.150
H 1.693 2.989 -3.782
H 0.550 2.886 -2.449
H 3.595 3.282 -2.058
H 2.916 1.719 -2.181
C -2.683 2.934 5.347
C -1.955 2.351 4.142
C -2.845 1.417 3.333
C -3.693 0.511 4.058
N -4.371 -0.198 4.576
H -3.412 2.253 5.768
H -3.218 3.856 5.067
H -1.977 3.244 6.117
H -1.075 1.785 4.465
H -1.621 3.076 3.404
H -2.306 0.914 2.550
H -3.580 2.095 2.856
Cl 0.302 -0.667 3.731
C 1.092 0.093 2.322
C 0.467 -0.292 0.988
Cl 0.703 -2.000 0.622
H 2.138 -0.162 2.400
H 0.965 1.161 2.462
H 0.948 0.276 0.201
H -0.592 -0.058 0.969
Cl 2.183 -1.551 -2.933
C 2.368 -3.290 -3.365
C 1.524 -4.109 -2.409
Cl 2.045 -5.853 -2.520
H 3.415 -3.513 -3.272
H 2.016 -3.386 -4.381
H 0.486 -4.124 -2.707
H 1.635 -3.774 -1.388
Cl 3.714 -3.976 7.169
C 4.006 -3.377 5.550
C 3.102 -2.348 5.184
Cl 3.329 -0.892 6.209
H 3.981 -4.182 4.825
H 5.007 -2.949 5.538
H 2.047 -2.600 5.204
H 3.318 -2.007 4.172
*
```

Calculated values
* energy: -4053.67559 hartree
* strongest force on any atom: 5.62 eV/A
* structure (SMILES): CCCC#N.CCCC#N.CCCC#N.CCCC#N.CCCC#N.ClCCCl.ClCCCl.ClCCCl
* gap between HOMO and LUMO: 10.74 eV
* LUMO: 0.0050 hartree
* E_HOMO: -0.3895 Ha


3.
Below is a structure of composition C26H47F3N2O5Si2 at a distorted geometry, with properties calculated with the ωB97M-V functional and the def2-TZVPD basis.

Structure (ORCA input):
```
! wB97M-V def2-TZVPD RIJCOSX def2/J DEFGRID3
* xyz 0 1
C -4.533 0.689 0.081
C -3.325 -0.137 -0.591
C -2.823 0.552 -1.956
N -2.622 -0.546 -2.967
Si -0.893 -1.107 -2.972
C -1.010 -3.022 -3.297
C -0.268 -3.490 -4.628
N 0.207 -4.733 -4.675
C -0.038 -0.155 -4.395
C -0.555 1.377 -4.566
O -0.052 2.055 -5.509
O -0.288 -0.783 -1.386
Si 1.436 -0.726 -1.289
C 1.848 -0.797 0.606
C 1.520 -2.223 1.273
C 1.245 -2.175 2.857
C 2.221 -1.192 3.673
C 3.785 -1.503 3.459
O 4.181 -2.793 4.023
C 4.897 -3.586 3.047
C 1.993 1.002 -1.878
C 3.282 1.038 -2.835
C 4.624 1.549 -2.136
C 4.783 3.105 -1.993
C 6.108 3.641 -1.356
C 7.238 2.706 -0.858
C 7.041 1.161 -1.020
C 5.748 0.591 -1.647
C 2.363 -2.212 -2.074
F 1.786 -3.440 -1.627
F 3.725 -2.238 -1.593
F 2.426 -2.235 -3.491
H -4.143 1.722 0.401
H -5.370 0.845 -0.699
H -4.966 0.093 0.949
H -3.746 -1.163 -0.878
H -2.423 -0.288 0.091
H -3.682 1.226 -2.324
H -1.913 1.240 -1.829
H -2.758 -0.200 -3.936
H -2.125 -3.302 -3.436
H -0.679 -3.597 -2.354
H -0.099 -2.860 -5.565
H 0.668 -4.871 -5.601
H -0.370 -0.674 -5.377
H 1.103 -0.191 -4.400
H -1.299 1.880 -3.862
H 2.934 -0.482 0.767
H 1.194 0.005 1.126
H 0.546 -2.601 0.779
H 2.353 -2.955 0.987
H 0.128 -1.981 3.087
H 1.445 -3.236 3.274
H 2.020 -1.344 4.801
H 1.927 -0.110 3.447
H 4.033 -1.438 2.341
H 4.367 -0.697 4.046
H 5.567 -2.976 2.343
H 5.548 -4.358 3.597
H 4.107 -4.173 2.442
H 2.264 1.629 -0.943
H 1.061 1.521 -2.317
H 3.529 0.060 -3.366
H 3.049 1.802 -3.673
H 3.988 3.848 -2.348
H 6.271 4.775 -1.266
H 8.212 3.037 -0.378
H 7.834 0.395 -0.696
H 5.649 -0.533 -1.781
C -7.444 4.129 4.036
O -7.517 2.960 4.840
C -7.638 1.772 4.061
C -6.302 1.045 3.943
O -5.360 1.808 3.191
C -4.431 2.490 4.022
H -7.096 4.953 4.662
H -6.749 4.011 3.202
H -8.440 4.377 3.652
H -8.052 1.995 3.072
H -8.347 1.121 4.582
H -6.460 0.108 3.399
H -5.901 0.795 4.931
H -3.688 1.782 4.400
H -4.921 2.990 4.862
H -3.922 3.243 3.418
*
```

Calculated values
* energy: -2382.97517 hartree
* strongest force on any atom: 4.71 eV/A
* gap between HOMO and LUMO: 8.97 eV
* LUMO: 0.0056 hartree
* E_HOMO: -0.3242 Ha


Please write out number 2 again, unchanged.
Below is a cluster of 8 separate species, C26H47Cl6N5 in total at a distorted geometry, with properties calculated with the ωB97M-V functional and the def2-TZVPD basis.

Structure (ORCA input):
```
! wB97M-V def2-TZVPD RIJCOSX def2/J DEFGRID3
* xyz 0 1
C -2.849 4.940 -3.705
C -1.355 5.008 -3.588
C -0.883 5.051 -2.140
C -1.013 3.752 -1.475
N -1.103 2.682 -0.978
H -3.140 4.508 -4.666
H -3.269 5.950 -3.716
H -3.314 4.367 -2.908
H -0.999 5.933 -4.052
H -0.853 4.204 -4.133
H -1.456 5.806 -1.586
H 0.157 5.382 -2.061
C 1.641 -5.719 1.982
C 0.167 -5.445 1.797
C -0.654 -6.714 1.587
C -0.017 -7.711 0.712
N 0.483 -8.474 0.044
H 2.038 -6.268 1.132
H 1.826 -6.292 2.897
H 2.187 -4.777 2.070
H 0.079 -4.799 0.925
H -0.231 -4.942 2.672
H -1.575 -6.413 1.037
H -1.055 -7.125 2.509
C -0.839 0.241 -2.779
C -1.962 0.800 -3.674
C -2.929 -0.232 -4.125
C -3.939 0.323 -4.997
N -4.734 0.754 -5.734
H -1.185 -0.031 -1.796
H -0.010 0.947 -2.718
H -0.384 -0.601 -3.320
H -1.524 1.342 -4.531
H -2.471 1.640 -3.168
H -3.383 -0.726 -3.267
H -2.403 -1.001 -4.702
C 1.476 4.871 -2.721
C 1.509 3.319 -2.753
C 2.650 2.744 -1.879
C 2.375 2.727 -0.455
N 2.179 2.660 0.640
H 1.470 5.255 -1.697
H 0.665 5.266 -3.321
H 2.412 5.260 -3.150
H 1.693 2.989 -3.782
H 0.550 2.886 -2.449
H 3.595 3.282 -2.058
H 2.916 1.719 -2.181
C -2.683 2.934 5.347
C -1.955 2.351 4.142
C -2.845 1.417 3.333
C -3.693 0.511 4.058
N -4.371 -0.198 4.576
H -3.412 2.253 5.768
H -3.218 3.856 5.067
H -1.977 3.244 6.117
H -1.075 1.785 4.465
H -1.621 3.076 3.404
H -2.306 0.914 2.550
H -3.580 2.095 2.856
Cl 0.302 -0.667 3.731
C 1.092 0.093 2.322
C 0.467 -0.292 0.988
Cl 0.703 -2.000 0.622
H 2.138 -0.162 2.400
H 0.965 1.161 2.462
H 0.948 0.276 0.201
H -0.592 -0.058 0.969
Cl 2.183 -1.551 -2.933
C 2.368 -3.290 -3.365
C 1.524 -4.109 -2.409
Cl 2.045 -5.853 -2.520
H 3.415 -3.513 -3.272
H 2.016 -3.386 -4.381
H 0.486 -4.124 -2.707
H 1.635 -3.774 -1.388
Cl 3.714 -3.976 7.169
C 4.006 -3.377 5.550
C 3.102 -2.348 5.184
Cl 3.329 -0.892 6.209
H 3.981 -4.182 4.825
H 5.007 -2.949 5.538
H 2.047 -2.600 5.204
H 3.318 -2.007 4.172
*
```

Calculated values
* energy: -4053.67559 hartree
* strongest force on any atom: 5.62 eV/A
* structure (SMILES): CCCC#N.CCCC#N.CCCC#N.CCCC#N.CCCC#N.ClCCCl.ClCCCl.ClCCCl
* gap between HOMO and LUMO: 10.74 eV
* LUMO: 0.0050 hartree
* E_HOMO: -0.3895 Ha


> The lowest gap between HOMO and LUMO belongs to which entry?

C26H47BN2O10S4